No. 1
Below is a molecular structure, C32H43BrN2P2Pd at a distorted geometry, with properties calculated with ωB97M-V/def2-TZVPD.

Structure (XYZ):
```
81
Properties=species:S:1:pos:R:3:forces:R:3:mulliken_charge:R:1
Pd -0.680505 -0.988472 0.567079 0.6283 -0.6709 -1.1193 -0.8622
Br -5.526518 -0.112288 0.539000 0.2045 0.6777 0.2842 -0.1381
P 1.594887 -0.804134 -0.071466 -1.0242 1.5131 -0.6377 0.9910
P -1.853099 -1.881862 -1.233300 0.7061 1.0302 1.9953 1.1829
N 3.830268 4.379687 -3.040791 1.1596 0.1364 -0.7401 -0.6109
N 0.295903 -0.874195 2.551709 -0.2097 0.1911 3.8772 -0.3744
C -1.087643 0.270620 6.979147 0.1649 -0.0273 0.0181 -0.4931
C -4.142044 1.207945 0.743116 0.2459 0.7614 0.6221 -0.3713
C 3.804015 4.659202 -1.747843 -0.8929 -0.1725 0.2399 -0.4173
C 1.454572 -0.235558 5.902215 -0.3003 -0.1328 -0.2117 -0.4401
C -0.803938 -2.703494 -2.484923 -0.0573 -0.4996 -0.2991 -0.1976
C 0.017421 0.104023 7.820950 -0.1158 0.0168 -0.2337 -0.4044
C -3.220774 3.419960 0.345354 0.1401 -0.4207 -0.4265 -0.8966
C 0.281176 3.704379 -0.873493 -2.0983 -0.2161 1.0640 -0.3231
C -1.783215 1.572552 0.964317 1.0584 0.7734 -0.4880 -0.1582
C 4.067067 0.295779 0.812267 0.4977 0.3859 0.0708 -1.4545
C -3.202622 -0.815033 -3.529561 -0.3485 0.1700 -0.0815 -1.3796
C 0.318604 -0.213574 5.068179 0.1809 0.4294 0.7168 0.4608
C -4.396793 -3.250854 -1.470672 -0.4242 -0.5303 0.0223 -1.2805
C -1.433826 -3.921077 -3.173161 0.0131 -0.1080 -0.2344 -1.3910
C -2.689511 -0.520391 -2.118392 -0.2308 -0.2488 -0.3140 -0.0476
C -2.881909 0.748980 1.155538 -0.7664 0.3270 -0.3428 -0.1600
C 2.566370 0.553311 0.743258 0.2687 -0.5779 -0.0778 0.2879
C -1.911885 2.876374 0.376465 -0.9738 -0.8143 0.6278 0.0772
C 1.556964 3.700710 -3.028423 -0.0587 0.2536 0.6106 -0.3325
C -0.768130 3.493124 -0.256054 2.2588 -0.0404 -0.9609 -0.3461
C 2.766503 3.921560 -3.685917 -0.5917 0.0633 0.5986 -0.4149
C -4.348237 2.589491 0.529936 0.2727 -0.7005 -0.2530 -0.3301
C 1.285986 -0.095139 7.277538 0.1767 -0.0294 0.0047 -0.4960
C -0.941370 0.140388 5.602843 0.0591 -0.2096 -0.3003 -0.3685
C 0.409799 -0.573395 3.685784 -0.6078 -0.2664 -2.9189 -0.1055
C 1.492733 3.946155 -1.629276 0.4208 0.1824 -0.2569 0.8059
C 3.704944 -2.609858 -0.823979 0.5178 -0.5454 0.0272 -1.3759
C 2.521424 -2.362521 0.105583 0.4465 -0.0616 -0.1995 -0.7297
C 1.706066 -0.239572 -1.834747 0.4398 -0.5475 0.0681 0.1284
C -3.124480 -3.037227 -0.647253 -0.8537 -0.4794 -0.4319 -0.5601
C 3.057419 0.288992 -2.291936 0.0720 0.1679 -0.4882 -1.3160
C 2.652659 4.449129 -0.987372 -0.4400 0.0744 -0.3560 -0.2736
H -5.371469 2.979576 0.447457 0.5940 -0.1378 -0.1298 0.4008
H 0.132818 -2.993693 -1.975394 -0.4085 0.1073 -0.2257 0.0877
H 2.148588 0.684475 1.749510 0.1398 -0.0442 -0.1692 0.5211
H -3.402709 -2.667577 0.351379 0.1994 -0.1602 -0.3519 0.3890
H -0.118428 0.135942 8.900057 0.0793 0.0919 -0.2202 0.3656
H 2.159063 -0.166951 7.931493 -0.3252 0.0589 -0.2130 0.3562
H 2.351479 1.482857 0.192583 -0.0233 -0.2758 0.0952 -0.3284
H -2.396026 -1.033057 -4.236793 -0.0487 0.0312 0.1337 0.3166
H 2.448630 -0.367752 5.457809 -0.4825 -0.1211 0.2669 0.4210
H 2.858867 -2.398165 1.148367 -0.1283 -0.0649 -0.0471 0.5390
H 3.012191 0.498379 -3.362200 0.1360 0.1403 -0.0785 0.4765
H 4.555652 -1.953159 -0.612653 -0.2341 -0.0665 -0.0508 0.2176
H 4.701524 5.095313 -1.290380 -0.3178 -0.2666 -0.2819 0.3571
H 4.315897 -0.671023 1.274751 -0.1479 0.3424 -0.0150 0.2984
H -1.794955 0.302689 4.927562 0.4693 -0.2896 0.3679 0.4407
H -2.071658 0.481968 7.401047 0.3137 -0.0253 -0.1411 0.3765
H 2.623008 4.770153 0.052558 -0.0615 -0.3424 -0.1575 0.4690
H 4.540925 1.090687 1.396720 0.1540 -0.1316 0.0636 0.4540
H 4.540096 0.310851 -0.179766 -0.1996 -0.0160 0.3497 0.2266
H -1.759641 -4.687472 -2.454248 0.1364 0.2599 -0.1857 0.2539
H -4.210016 -3.737547 -2.437021 0.0371 0.1965 0.1894 0.2415
H -0.541417 -1.945671 -3.238979 -0.0129 -0.1653 0.2289 0.3532
H 0.667899 3.422568 -3.595394 0.2255 -0.1387 0.3195 0.4430
H -3.914465 -1.651603 -3.561800 0.2546 0.2370 0.0725 0.2154
H -0.766000 1.152017 1.164542 -0.7854 0.5503 -0.1478 0.4115
H 1.374953 -1.075923 -2.474383 0.1376 0.2888 0.2202 0.1393
H -2.617269 -4.002606 -0.507252 -0.0559 0.2175 0.1777 0.4262
H 4.065179 -3.637620 -0.678397 -0.0204 0.1369 -0.0826 0.4431
H -0.702771 -4.384124 -3.842603 -0.0775 -0.0540 0.0459 0.4569
H 3.321037 1.222298 -1.782985 -0.0465 -0.1210 -0.1181 0.0775
H 1.785332 -3.171141 -0.005866 0.0772 0.2387 0.0538 0.5004
H -3.732311 0.071076 -3.890898 0.0300 -0.0807 -0.1838 0.4332
H -1.957167 0.300799 -2.138814 -0.2181 -0.1383 0.0326 0.2401
H 2.853752 3.754273 -4.767920 0.0493 0.0606 0.5064 0.3671
H -2.750047 -0.273494 1.509408 0.0033 0.2210 -0.0304 0.9497
H -2.304207 -3.647995 -3.786811 0.2277 -0.0055 0.2160 0.2341
H 3.867008 -0.426111 -2.135173 -0.1368 0.1430 -0.0437 0.2071
H 3.462630 -2.508138 -1.886225 -0.1368 -0.0079 0.1931 0.2684
H -4.958857 -2.328211 -1.649530 0.2262 -0.0570 0.0463 0.2463
H -3.515577 -0.199055 -1.463815 0.2882 -0.0549 -0.2424 -0.0959
H 0.943286 0.542727 -1.932388 0.0510 -0.1231 0.0850 0.0858
H -5.071038 -3.921012 -0.915525 0.0830 0.1454 -0.1363 0.4036
H -3.362045 4.466702 0.056246 0.0166 -0.4337 0.1127 0.4288
```
Positions in Å, forces in eV/Å.

- Molecular weight: 703.98 g mol⁻¹
- LUMO: 0.1 eV

=====

No. 2
Below is 2 unconnected molecules or ions with the total composition C4HIN2 at a distorted geometry, with properties calculated with ωB97M-V/def2-TZVPD.

Structure (XYZ):
```
8
Properties=species:S:1:pos:R:3:forces:R:3:nbo_charge:R:1
I -0.065107 -2.001993 3.683808 0.1319 0.2392 -0.6014 0.3141
N -2.114291 1.920265 -0.379666 0.0596 -0.2731 -1.3480 0.0027
N -2.061138 1.704709 -1.455232 -0.0695 0.2756 1.3551 -0.0015
C 1.122600 0.165252 -1.539779 -0.2734 -0.4092 1.0365 -0.1592
C 0.583445 -0.814986 0.763456 -0.2779 -0.4878 1.2739 -0.0069
C 0.864292 -0.294330 -0.456746 0.3268 0.4763 -1.2452 -0.1139
C 0.340749 -1.261608 1.859187 -0.0676 -0.1035 0.2266 -0.2709
H 1.329450 0.582691 -2.475028 0.1702 0.2824 -0.6976 0.2355
```
Positions in Å, forces in eV/Å.

- SMILES: C#CC#CI.N#N
- Molecular weight: 203.97 g mol⁻¹
- LUMO: 0.2 eV

=====

> The lowest molecular weight belongs to which entry?

C4HIN2